# 1
The following is a quantum chemistry calculation of C6H14ClN2O2Pt as an isolated structure, from OMol25.

Charge = 0
HOMO (alpha / beta) = -9.415 / -9.415 eV
Frontier orbital gap (alpha / beta) = 9.1 / 5.3 eV
Spin multiplicity = 4
Relative energy (zero: lowest compared OMol25 entry of this formula, charge and spin) = 64.0 kJ/mol

The geometry in XYZ format:
```
26
Properties=species:S:1:pos:R:3:forces:R:3:nbo_charge:R:1
Pt 1.85396 -1.19483 4.23299 -0.4 0.2 -1.6 0.609
Cl 1.31499 -0.94301 1.77507 0.5 -0.1 1.6 -0.596
C -2.87739 -0.16597 1.38924 0.1 1.0 0.4 -0.702
C -2.81939 -1.55093 0.85079 -2.2 -0.6 -0.7 0.653
O -3.83305 -2.22829 0.69096 0.2 0.2 0.3 -0.648
N -1.63279 -1.99151 0.48976 2.9 -0.6 -0.4 -0.602
C -1.29673 -3.31234 -0.02943 -1.0 -0.3 -0.5 -0.421
H -3.27195 -0.21059 2.40435 0.1 0.1 0.0 0.237
H -3.54502 0.49000 0.83060 -0.2 -0.4 -0.2 0.241
H -1.91979 0.35407 1.36343 0.2 -0.2 0.3 0.206
H -0.82902 -1.41161 0.68411 -0.2 0.0 0.1 0.401
H -1.45727 -4.13287 0.66990 0.3 0.2 0.5 0.202
H -0.28651 -3.33961 -0.43785 0.0 0.2 0.3 0.206
H -1.97308 -3.58673 -0.83899 -0.1 0.3 -0.2 0.215
C 2.93824 2.55771 -0.17714 -0.2 -1.5 0.0 -0.713
C 2.18057 2.95350 -1.39688 -0.9 1.7 -1.0 0.669
O 2.30951 4.09134 -1.86346 0.0 -1.2 0.2 -0.628
N 1.20622 2.11514 -1.92400 0.6 0.6 0.7 -0.629
C 0.98590 0.70129 -1.60901 0.7 0.5 -0.9 -0.419
H 3.98420 2.86441 -0.18181 -0.4 0.4 0.0 0.245
H 2.93576 1.47006 -0.10566 0.1 -0.1 0.3 0.212
H 2.36879 2.92039 0.67859 0.3 0.2 0.1 0.242
H 0.80818 2.52395 -2.75739 -0.1 -0.2 0.1 0.406
H 1.91557 0.19410 -1.86700 0.0 -0.5 0.4 0.193
H 0.23660 0.31335 -2.29903 -0.1 0.1 0.3 0.217
H 0.70349 0.51900 -0.57214 0.0 0.1 -0.1 0.203
```
Forces are in eV/Å.

=====

# 2
The following is a quantum chemistry calculation of a 2-piece molecular cluster, C6H14F2N overall, from OMol25.

Charge = +1
HOMO (alpha / beta) = -12.227 / -13.151 eV
Frontier orbital gap (alpha / beta) = 7.7 / 9.5 eV
Relative energy (zero: lowest compared OMol25 entry of this formula, charge and spin) = 212.0 kJ/mol

The geometry in XYZ format:
```
23
Properties=species:S:1:pos:R:3:forces:R:3:nbo_charge:R:1
C 3.49543 0.62847 -0.90496 3.0 -0.5 0.8 -0.798
C -2.25916 0.00635 -0.34149 -3.2 -2.2 1.1 -0.429
C -0.56467 -1.72608 -0.58073 -1.2 0.2 -1.2 -0.402
C -0.77382 -0.45786 1.46320 2.2 -4.5 1.2 -0.414
C 0.16876 0.56877 -0.40686 1.7 -1.8 -3.9 -0.344
C 2.69948 -0.02233 0.11307 -3.3 0.7 1.4 0.892
N -0.88724 -0.35661 0.01813 0.4 -2.0 -0.2 -0.276
F 2.57498 0.60609 1.30754 0.7 -1.2 -1.2 -0.311
F 2.66342 -1.34887 0.22090 0.5 1.3 0.1 -0.296
H 4.09040 1.49042 -0.54366 0.4 -0.9 1.1 0.288
H 4.16422 -0.08342 -1.41345 -0.4 0.3 0.1 0.274
H 3.04787 1.26682 -1.56487 -2.4 0.7 -2.3 0.278
H -3.02347 -0.49943 0.40636 1.8 1.0 -1.3 0.242
H -2.39498 1.02533 -0.29071 -0.1 2.4 0.6 0.229
H -2.67276 -0.24983 -1.32263 1.1 -0.5 -0.1 0.249
H 0.47635 -1.80221 -0.51833 1.6 -0.2 0.0 0.229
H -0.96215 -2.63486 -0.02532 -0.3 1.6 -0.9 0.251
H -0.84734 -1.58434 -1.67391 0.2 -0.9 1.5 0.233
H 0.28344 -0.36668 1.72879 0.0 -0.2 -0.3 0.239
H -1.17595 0.36400 1.89745 -2.0 2.1 1.6 0.226
H -1.04079 -1.54927 1.86018 -0.2 2.8 -0.8 0.243
H 0.11591 1.52626 -0.00140 -0.3 1.5 0.8 0.196
H 0.24749 0.51098 -1.55851 -0.1 0.4 1.9 0.201
```
Forces are in eV/Å.

=====

# 3
The following is a quantum chemistry calculation of a single C6H14FIOSi molecule, from OMol25.

Charge = 0
HOMO = -9.261 eV
Frontier orbital gap = 9.7 eV
Structure (SMILES) = CCO[Si@@](I)(CC)CCF
Relative energy (zero: lowest compared OMol25 entry of this formula, charge and spin) = 105.8 kJ/mol

The geometry in XYZ format:
```
24
Properties=species:S:1:pos:R:3:forces:R:3:nbo_charge:R:1
C -0.51402 1.82420 3.01540 -0.1 -1.2 3.1 -0.633
C -2.08727 -1.11848 -0.43908 0.8 -2.0 0.1 -0.608
C -0.62099 0.55938 2.14608 -1.8 -1.8 1.1 -0.051
C 1.78610 0.66666 -2.60092 4.5 -5.6 1.5 0.082
C -0.77196 -1.50133 -1.15810 0.1 6.2 0.2 -0.836
C 2.08852 0.26577 -1.11500 -0.1 1.8 0.0 -1.027
O -0.03828 0.78526 0.92336 1.9 -2.6 -3.2 -0.862
F 1.53511 -0.58765 -3.30311 0.0 1.5 0.5 -0.393
Si 0.78269 -0.69660 -0.24544 -3.4 1.3 2.1 1.643
I 1.77923 -2.57621 1.04730 -0.2 0.6 -0.1 -0.229
H 0.36864 1.83658 3.86357 -2.3 -0.3 -2.1 0.203
H -0.37208 2.70430 2.42445 0.0 0.4 -0.5 0.221
H -1.55993 1.85506 3.49873 1.9 0.5 -0.1 0.209
H -2.98796 -1.52466 -0.92700 0.4 0.4 0.1 0.213
H -2.01389 -1.52275 0.55732 -0.4 -0.5 0.5 0.202
H -2.10565 -0.08943 -0.25384 -0.4 1.7 -0.2 0.222
H -1.79111 0.24031 2.14736 2.1 1.0 -0.7 0.122
H -0.22647 -0.39788 2.57347 0.2 0.9 0.4 0.160
H 2.69296 1.04585 -3.02886 0.5 0.2 -0.4 0.177
H 1.05768 1.30132 -2.78230 -3.9 2.8 -0.5 0.170
H -0.77568 -0.89340 -2.11542 0.2 -1.5 0.5 0.234
H -0.56493 -2.48126 -1.19553 0.5 -3.6 -0.8 0.225
H 2.07889 1.25897 -0.54510 0.3 -1.3 -0.4 0.284
H 3.04574 -0.28603 -0.90258 -0.7 0.8 -0.8 0.271
```
Forces are in eV/Å.